This record from the OMol25 dataset describes 12 unconnected molecules or ions with the total composition C13H50N16O12. The level of theory is ωB97M-V/def2-TZVPD.

## Properties
Net charge: 0
Molar mass, g/mol: 622.64
Multiplicity: 1
Structure (SMILES): NC(N)=O.NC(N)=O.NC(N)=O.NC(N)=O.NC(N)=O.NC(N)=O.NC(N)=O.NC(N)=O.CCO.CO.CO.CO
Highest occupied orbital energy, eV: -8.55
Energy relative to the best compared isomer or geometry (same formula, charge and spin), eV: 8.571
DFT total energy, Ha: -2304.24422
Kohn-Sham gap, eV: 8.3
Lowest unoccupied orbital energy, Ha: -0.008

The geometry in XYZ format:
```
91
C13H50N16O12, DFT ωB97M-V/def2-TZVPD
N -1.252 0.388 -2.675
C -0.615 1.144 -3.477
N -0.123 0.546 -4.511
O -0.558 2.550 -3.342
H -1.208 -0.655 -2.550
H -1.744 0.884 -1.857
H 0.355 1.167 -5.247
H -0.804 -0.067 -4.934
N 4.362 -0.046 2.389
C 4.221 0.242 1.118
N 3.987 1.501 0.997
O 4.232 -0.657 0.103
H 4.920 -0.878 2.409
H 4.487 0.636 3.127
H 3.792 1.765 0.049
H 4.333 2.203 1.612
N 1.799 2.718 2.182
C 0.832 3.368 1.616
N 1.063 3.634 0.363
O -0.204 3.813 2.321
H 1.788 2.487 3.161
H 2.559 2.129 1.838
H 0.260 3.945 -0.194
H 1.772 3.056 -0.094
N 2.654 -2.922 -2.887
C 2.160 -1.725 -3.064
N 1.299 -1.762 -4.012
O 2.589 -0.562 -2.488
H 3.533 -3.004 -2.218
H 2.004 -3.729 -2.742
H 0.783 -0.909 -4.112
H 1.022 -2.599 -4.583
N -3.975 -3.532 -0.365
C -4.804 -2.630 -0.042
N -4.237 -1.427 -0.131
O -5.951 -2.867 0.509
H -4.468 -4.430 -0.233
H -3.193 -3.438 -1.082
H -4.809 -0.611 0.166
H -3.215 -1.436 -0.214
N -2.781 0.605 2.868
C -3.338 1.388 2.021
N -2.758 2.578 1.928
O -4.472 1.043 1.369
H -3.236 -0.321 2.999
H -2.009 0.744 3.582
H -2.044 2.742 2.632
H -3.155 3.390 1.446
N 1.957 0.999 4.562
C 1.184 0.084 3.935
N 1.736 -0.554 2.958
O -0.149 0.058 4.092
H 1.477 1.656 5.265
H 2.853 1.159 4.267
H 2.754 -0.362 2.626
H 1.099 -1.284 2.571
N 1.211 -4.046 2.585
C 1.009 -3.189 1.624
N -0.105 -2.525 1.770
O 1.841 -2.946 0.550
H 2.057 -4.646 2.475
H 0.628 -3.896 3.477
H -0.449 -1.911 1.031
H -0.737 -2.777 2.484
C 0.784 0.064 -0.173
C -0.461 0.483 0.661
O -1.623 -0.297 0.452
H 1.648 0.680 0.168
H 0.633 0.335 -1.208
H 1.016 -1.032 -0.171
H -0.625 1.488 0.382
H -0.239 0.321 1.658
H -2.205 -0.029 1.240
C -3.999 2.217 -1.598
O -2.716 2.070 -1.081
H -4.033 2.517 -2.681
H -4.384 3.100 -1.130
H -4.710 1.484 -1.587
H -2.775 2.064 -0.137
C -0.844 -2.904 -1.970
O -2.042 -2.401 -2.410
H -0.933 -3.748 -1.271
H -0.334 -2.068 -1.471
H -0.151 -3.163 -2.799
H -2.205 -2.570 -3.348
C 2.612 2.906 -2.352
O 2.880 1.813 -1.496
H 2.418 3.885 -1.777
H 1.840 2.578 -2.997
H 3.464 3.046 -3.043
H 2.800 0.898 -1.879
```

Listed below, in e, are the Löwdin charges computed for each atom: atom 1 (N): 0.192, atom 2 (C): -0.634, atom 3 (N): 0.107, atom 4 (O): -0.139, atom 5 (H): 0.098, atom 6 (H): 0.110, atom 7 (H): 0.179, atom 8 (H): 0.122, atom 9 (N): 0.125, atom 10 (C): -0.624, atom 11 (N): 0.150, atom 12 (O): -0.027, atom 13 (H): 0.139, atom 14 (H): 0.125, atom 15 (H): 0.084, atom 16 (H): 0.128, atom 17 (N): 0.174, atom 18 (C): -0.664, atom 19 (N): 0.195, atom 20 (O): -0.092, atom 21 (H): 0.068, atom 22 (H): 0.047, atom 23 (H): 0.144, atom 24 (H): 0.070, atom 25 (N): 0.143, atom 26 (C): -0.619, atom 27 (N): 0.145, atom 28 (O): -0.078, atom 29 (H): 0.183, atom 30 (H): 0.121, atom 31 (H): 0.034, atom 32 (H): 0.157, atom 33 (N): 0.140, atom 34 (C): -0.742, atom 35 (N): 0.162, atom 36 (O): -0.060, atom 37 (H): 0.131, atom 38 (H): 0.108, atom 39 (H): 0.100, atom 40 (H): 0.073, atom 41 (N): 0.160, atom 42 (C): -0.663, atom 43 (N): 0.184, atom 44 (O): -0.080, atom 45 (H): 0.162, atom 46 (H): 0.129, atom 47 (H): 0.093, atom 48 (H): 0.145, atom 49 (N): 0.133, atom 50 (C): -0.621, atom 51 (N): 0.186, atom 52 (O): -0.120, atom 53 (H): 0.176, atom 54 (H): 0.035, atom 55 (H): 0.090, atom 56 (H): 0.078, atom 57 (N): 0.152, atom 58 (C): -0.652, atom 59 (N): 0.167, atom 60 (O): -0.118, atom 61 (H): 0.144, atom 62 (H): 0.164, atom 63 (H): 0.087, atom 64 (H): 0.114, atom 65 (C): -0.054, atom 66 (C): -0.287, atom 67 (O): -0.140, atom 68 (H): 0.058, atom 69 (H): 0.040, atom 70 (H): 0.054, atom 71 (H): 0.080, atom 72 (H): 0.052, atom 73 (H): 0.060, atom 74 (C): -0.142, atom 75 (O): -0.128, atom 76 (H): 0.105, atom 77 (H): 0.077, atom 78 (H): 0.044, atom 79 (H): 0.015, atom 80 (C): -0.174, atom 81 (O): -0.134, atom 82 (H): 0.096, atom 83 (H): 0.064, atom 84 (H): 0.064, atom 85 (H): 0.116, atom 86 (C): -0.128, atom 87 (O): -0.213, atom 88 (H): 0.105, atom 89 (H): 0.038, atom 90 (H): 0.081, atom 91 (H): 0.030